No. 1
C3H5HoO4 as an isolated structure, computed with the ωB97M-V functional and the def2-TZVPD basis.

Last column: Mulliken charge in e.
Atoms and positions in Å:
O1 0.240 -1.186 0.462  -0.4496
C1 -0.621 -0.750 1.306  0.8581
C2 0.513 0.061 -0.674  -0.2475
O2 -0.947 -1.312 2.362  -0.4761
O3 -0.969 0.508 1.116  -0.2787
C3 -0.641 0.956 -0.215  -0.2607
Ho1 -0.736 -3.421 3.665  0.6166
H1 0.244 -0.543 -1.550  0.3611
H2 1.478 0.394 -0.272  0.3467
H3 -1.531 0.835 -0.841  0.2554
H4 -0.349 2.007 -0.146  0.2873
O4 1.310 1.502 -2.429  -0.3625
H5 2.010 0.950 -2.784  0.3499

Output
Energy relative to the best compared isomer or geometry (same formula, charge and spin) = 124.29 kcal per mole
2S+1 = 6
Charge = +1
Electronic energy = -1365.881045 Ha
LUMO energy (spin up / spin down) = -2.8 / -5.8 eV
Orbital gap (spin up / spin down) = 6.67 / 5.05 eV

=====

No. 2
A single C3H5N3O molecule, computed with the ωB97M-V functional and the def2-TZVPD basis.

Last column: Mulliken charge in e.
Atoms and positions in Å:
C1 2.044 -0.155 -0.029  -0.8886
C2 0.553 -0.284 -0.056  0.6869
C3 -2.026 -0.209 0.057  0.0269
H1 2.313 0.260 0.984  0.2664
H2 2.488 -1.167 -0.159  0.2923
H3 2.371 0.579 -0.780  0.2585
H4 -3.117 -0.078 0.172  0.3576
H5 -1.717 1.867 -0.021  0.3076
N1 -0.115 -1.362 -0.197  -0.3192
N2 -1.479 -1.353 0.129  -0.4147
N3 -1.305 0.966 -0.345  -0.3284
O1 -0.009 0.937 0.243  -0.2454

Output
Energy relative to the best compared isomer or geometry (same formula, charge and spin) = 92.07 kcal per mole
Charge = 0
Electronic energy = -356.710645 Ha
LUMO energy = 0.8 eV
SMILES = CC1=NN=CNO1
Orbital gap = 9.72 eV

=====

No. 3
A single C17H22N4O3S3 molecule, computed with the ωB97M-V functional and the def2-TZVPD basis.

Last column: Mulliken charge in e.
Atoms and positions in Å:
C1 -1.501 -3.454 4.436  -1.0518
H1 -1.373 -2.632 5.136  0.2684
H2 -2.561 -3.557 4.218  0.2684
H3 -1.155 -4.370 4.907  0.4311
C2 -0.709 -3.194 3.155  -0.6833
N1 -1.124 -1.969 2.506  0.2572
C3 -0.577 -0.754 2.735  0.5748
O1 -1.102 0.280 2.375  -0.6321
C4 0.771 -0.727 3.454  -0.8148
H4 1.437 -1.517 3.115  0.3670
H5 0.651 -0.761 4.536  0.4055
S1 1.590 0.852 3.079  -0.1853
C5 1.608 0.673 1.361  0.5270
N2 1.252 -0.393 0.735  0.0839
N3 1.315 -0.287 -0.588  -0.9635
C6 1.729 0.868 -1.009  0.3953
N4 1.903 1.102 -2.324  -0.1800
C7 2.269 2.260 -3.009  0.8708
C8 2.114 3.527 -2.458  -0.6187
C9 2.480 4.652 -3.174  -0.8806
C10 2.995 4.524 -4.451  -0.6403
C11 3.137 3.263 -5.007  -0.6323
C12 2.782 2.121 -4.308  1.0096
C13 2.951 0.766 -4.932  -1.5793
H6 3.440 0.858 -5.898  0.3833
H7 1.985 0.283 -5.090  0.3709
H8 3.562 0.118 -4.303  0.3678
H9 3.536 3.163 -6.006  0.3216
H10 3.282 5.398 -5.014  0.3795
H11 2.354 5.627 -2.731  0.3899
H12 1.691 3.642 -1.474  0.3913
H13 1.773 0.273 -2.889  0.2599
S2 2.095 1.995 0.306  -0.2291
C14 -2.329 -2.044 1.675  -0.3343
C15 -3.530 -1.332 2.287  -0.9042
H14 -4.199 -1.991 2.829  0.5345
H15 -3.240 -0.484 2.897  0.3880
S3 -4.380 -0.628 0.838  1.0510
O2 -5.163 0.522 1.190  -0.6801
O3 -5.052 -1.688 0.133  -0.6534
C16 -2.829 -0.227 -0.004  -0.6519
C17 -2.051 -1.499 0.243  -0.9257
H16 -0.979 -1.342 0.119  0.2323
H17 -2.378 -2.249 -0.478  0.4336
H18 -2.407 0.630 0.511  0.3029
H19 -2.998 -0.019 -1.054  0.5295
H20 -2.562 -3.107 1.585  0.6279
H21 -0.857 -4.020 2.454  0.4138
H22 0.354 -3.152 3.389  0.4042

Output
Energy relative to the best compared isomer or geometry (same formula, charge and spin) = 12.40 kcal per mole
Charge = 0
Electronic energy = -2300.299376 Ha
LUMO energy = 0.5 eV
SMILES = CCN(C(=O)CSc1nnc(Nc2ccccc2C)s1)[C@@H]1CCS(=O)(=O)C1
Orbital gap = 8.47 eV

=====

No. 4
C7H14CoOPS as an isolated structure, computed with the ωB97M-V functional and the def2-TZVPD basis.

Last column: Mulliken charge in e.
Atoms and positions in Å:
C1 0.069 -0.873 -2.771  -0.8372
C2 -0.969 0.044 -3.328  -0.2685
C3 -0.763 1.347 -2.902  -0.2637
C4 0.309 1.504 -1.954  0.0878
C5 1.204 0.419 -1.595  -0.8454
Co1 -0.642 -0.178 -0.996  0.1535
P1 0.313 -2.296 -0.471  -0.0814
H1 0.037 -1.926 -3.124  0.3236
H2 -1.747 -0.300 -4.091  0.3149
H3 -1.304 2.243 -3.268  0.3536
H4 2.143 0.598 -1.016  0.3095
H5 0.435 2.515 -1.563  0.3070
H6 1.599 -2.123 0.159  0.0911
H7 0.863 -3.109 -1.570  0.1012
H8 -0.362 -3.375 0.279  0.0763
C6 0.256 -0.774 3.003  -0.9511
S1 -0.643 0.428 1.883  0.5729
C7 -0.604 1.826 3.045  -0.9328
O1 0.390 0.812 0.751  -0.4494
H9 -0.119 -0.579 4.027  0.4226
H10 1.347 -0.568 2.956  0.2775
H11 0.037 -1.817 2.687  0.2710
H12 0.401 2.299 3.146  0.2700
H13 -1.354 2.560 2.721  0.3216
H14 -0.897 1.324 3.993  0.3753

Output
Energy relative to the best compared isomer or geometry (same formula, charge and spin) = 71.39 kcal per mole
2S+1 = 5
Charge = 0
Electronic energy = -2472.289057 Ha
LUMO energy (spin up / spin down) = 0.2 / 0.1 eV
Orbital gap (spin up / spin down) = 4.04 / 6.83 eV

=====

No. 5
A 2-piece molecular cluster, C25H32N4O4S overall, computed with the ωB97M-V functional and the def2-TZVPD basis.

Last column: Mulliken charge in e.
Atoms and positions in Å:
O1 -3.194 0.290 -6.887  -0.6675
O2 1.897 -0.900 -5.248  -0.6627
O3 1.826 -1.523 7.204  -0.7097
O4 1.698 -3.146 5.393  -0.7011
N1 1.691 1.360 3.006  -0.4432
C1 -2.111 0.403 -6.336  0.5922
C2 0.751 -0.971 -5.673  0.0863
C3 0.857 2.140 2.303  -0.2898
C4 1.721 1.465 4.349  0.7848
C5 0.030 3.086 2.910  -0.4355
C6 0.914 2.400 5.016  -0.5322
C7 0.055 3.228 4.294  -0.5359
C8 -1.748 -1.270 1.443  -0.4418
C9 -2.261 -0.194 6.151  -0.7500
C10 -0.450 -1.724 1.678  -0.8314
C11 -0.967 -0.646 6.404  -0.4658
C12 -2.514 -0.775 2.501  -0.9873
C13 -2.770 -0.234 4.853  -0.8181
C14 0.080 -1.685 2.968  -0.5375
C15 -0.166 -1.140 5.365  0.1884
C16 -1.989 -0.730 3.801  0.9832
C17 -0.674 -1.191 4.050  0.6146
N2 0.485 -1.358 -6.929  -0.1115
N3 -1.741 -0.504 -5.428  -0.1951
N4 2.605 -0.850 4.886  -0.2786
C18 -1.212 1.571 -6.694  -0.8826
C19 1.494 -1.679 -7.938  -0.9657
C20 2.702 0.607 5.139  -1.0464
C21 1.412 -0.648 -2.109  -1.5874
C22 -0.154 1.070 -1.262  -1.3146
C23 0.018 -0.049 -2.286  0.8648
C24 -0.225 0.475 -3.715  -1.0742
C25 -0.446 -0.663 -4.744  0.1543
S1 1.489 -1.751 5.794  1.4110
H1 0.844 2.051 1.223  0.6040
H2 -0.618 3.701 2.298  0.4177
H3 0.956 2.479 6.096  0.3484
H4 -0.576 3.957 4.796  0.4163
H5 -2.161 -1.302 0.439  0.4445
H6 -2.874 0.183 6.964  0.4207
H7 0.152 -2.108 0.860  0.4234
H8 -0.589 -0.619 7.424  0.5150
H9 -3.524 -0.425 2.308  0.3920
H10 -3.779 0.118 4.666  0.4054
H11 1.096 -2.041 3.096  0.3097
H12 -0.485 -1.419 -7.197  0.2779
H13 -2.451 -1.194 -5.232  0.2146
H14 3.491 -1.313 5.035  0.3054
H15 -0.270 1.219 -7.103  0.2583
H16 -1.717 2.181 -7.443  0.3265
H17 -1.030 2.178 -5.811  0.2657
H18 1.079 -2.364 -8.679  0.3672
H19 1.822 -0.765 -8.436  0.2989
H20 2.361 -2.150 -7.468  0.2937
H21 2.590 0.807 6.210  0.3668
H22 3.706 0.937 4.856  0.4553
H23 2.172 0.077 -2.402  0.3404
H24 1.516 -1.538 -2.728  0.3407
H25 1.570 -0.931 -1.068  0.4491
H26 -1.148 1.508 -1.350  0.3593
H27 -0.045 0.658 -0.259  -0.0590
H28 0.600 1.842 -1.422  0.5181
H29 -0.725 -0.815 -2.058  0.2051
H30 0.607 1.110 -4.024  0.3773
H31 -1.118 1.100 -3.683  0.4949
H32 -0.554 -1.584 -4.169  0.4331

Output
Energy relative to the best compared isomer or geometry (same formula, charge and spin) = 44.02 kcal per mole
Charge = 0
Electronic energy = -1890.031184 Ha
LUMO energy = -0.3 eV
SMILES = O=S(=O)(NCc1ccccn1)c1cccc2ccccc12.CNC(=O)[C@@H](CC(C)C)NC(C)=O
Orbital gap = 8.31 eV

=====

No. 6
A 4-piece molecular cluster, C18H24N4O6 overall, computed with the ωB97M-V functional and the def2-TZVPD basis.

Last column: Mulliken charge in e.
Atoms and positions in Å:
C1 1.087 3.543 -3.668  -0.4951
C2 0.434 3.176 -2.299  -0.1013
C3 -1.002 3.451 -1.996  -0.2870
C4 -1.828 4.386 -3.002  0.0363
C5 -1.178 4.666 -4.341  -0.6062
C6 0.276 4.277 -4.586  -0.3547
N1 -3.278 4.646 -2.740  0.8556
O1 -3.864 5.373 -3.596  -0.5629
O2 -3.605 4.429 -1.564  -0.5183
H1 2.083 3.198 -3.819  0.4672
H2 1.136 2.633 -1.570  0.2289
H3 -1.419 3.197 -1.029  0.5091
H4 -1.855 5.201 -4.867  0.5534
H5 0.734 4.394 -5.644  0.2426
C7 -0.512 -3.277 -1.278  -0.6597
C8 -0.425 -2.184 -0.159  -0.7623
C9 0.601 -1.076 -0.414  0.2745
C10 1.634 -1.207 -1.642  0.1051
C11 1.541 -2.417 -2.509  -0.6603
C12 0.329 -3.364 -2.395  -0.3840
N2 2.623 -0.146 -1.888  0.9524
O3 3.017 -0.041 -3.110  -0.5607
O4 2.872 0.669 -1.077  -0.5586
H6 -1.154 -4.120 -1.212  0.3764
H7 -1.094 -2.046 0.609  0.7674
H8 0.751 -0.134 0.202  0.1315
H9 2.186 -2.492 -3.285  0.5406
H10 0.097 -3.965 -3.254  0.3993
C13 0.942 3.226 1.663  0.0026
O5 0.152 4.006 1.043  -0.6092
N3 0.594 1.983 2.173  0.2120
C14 1.613 1.233 2.946  -1.0178
C15 -0.755 1.403 2.060  -0.9650
H11 1.950 3.433 1.858  0.3787
H12 2.470 1.757 3.292  0.3640
H13 1.896 0.549 2.247  0.3629
H14 1.075 0.749 3.743  0.3379
H15 -1.270 1.366 1.161  0.2871
H16 -1.300 1.861 2.907  0.4284
H17 -0.690 0.317 2.261  0.2774
C16 -0.213 -3.002 3.188  -0.1185
O6 -1.062 -2.073 3.241  -0.6774
N4 -0.561 -4.269 3.244  0.1882
C17 0.474 -5.200 3.038  -0.9444
C18 -1.954 -4.785 3.529  -0.8809
H18 0.771 -2.672 2.944  0.4929
H19 0.963 -4.973 2.123  0.3965
H20 0.295 -6.333 3.171  0.2728
H21 1.372 -4.876 3.700  0.3130
H22 -2.105 -4.420 4.490  0.3562
H23 -2.069 -5.787 3.251  0.3686
H24 -2.774 -4.263 2.863  0.2447

Output
Energy relative to the best compared isomer or geometry (same formula, charge and spin) = 319.58 kcal per mole
Charge = 0
Electronic energy = -1370.256522 Ha
LUMO energy = -1.2 eV
SMILES = O=[N+]([O-])c1ccccc1.O=[N+]([O-])c1ccccc1.CN(C)C=O.CN(C)C=O
Orbital gap = 7.81 eV